No. 1
# C76H117Cl7CuN9O10

A structure of composition C76H117Cl7CuN9O10 (ωB97M-V/def2-TZVPD, the OMol25 dataset).

* DFT total energy: -246864.0677 eV

Structure (ORCA input):
```
! RIJCOSX wB97M-V def2-TZVPD def2/J DEFGRID3
* xyz 2 1
C -3.12326 -4.53202 4.12477
N -1.79419 -3.80296 4.18673
C -0.69689 -4.48385 3.80064
C 0.52380 -3.84627 3.71336
C 0.59321 -2.49745 4.00227
C -0.54586 -1.83821 4.48930
C -1.76547 -2.49683 4.49718
C 1.91003 -1.75995 3.93984
C 2.20873 -0.89003 4.94700
C 3.35266 -0.14984 4.74023
N 4.20191 -0.43922 3.75793
C 3.90631 -1.23958 2.72705
C 2.65170 -1.86451 2.77988
C 5.55253 0.21236 3.79583
H -3.16533 -4.99990 5.10569
H -3.08152 -5.20276 3.27265
H -3.85326 -3.73588 4.02309
H -0.84669 -5.48568 3.39704
H 1.38203 -4.37813 3.32426
H -0.51488 -0.77287 4.70917
H -2.69297 -2.01678 4.76771
H 1.63720 -0.81353 5.85705
H 3.74353 0.51550 5.49681
H 4.66666 -1.46997 1.99900
H 2.35966 -2.53608 1.98445
H 5.82626 0.29080 2.74619
H 6.28185 -0.42235 4.29072
H 5.38197 1.21414 4.17365
C -0.67813 4.12222 0.33707
N -0.35215 2.73841 -0.01185
C 0.55491 2.03733 0.71114
C 0.65203 0.65522 0.48682
C -0.17567 0.07770 -0.50190
C -0.99356 0.86735 -1.26281
C -1.09498 2.18662 -0.97717
C -0.10157 -1.38010 -0.68482
C -0.36481 -2.13445 0.42103
C -0.37128 -3.50178 0.39943
N -0.11920 -4.11178 -0.79731
C 0.16045 -3.40924 -1.91841
C 0.18890 -2.03197 -1.85578
C -0.06632 -5.61140 -0.90376
H -0.61886 4.74049 -0.55791
H 0.12847 4.42521 0.99694
H -1.62192 4.22543 0.86445
H 1.08515 2.58024 1.50353
H 1.30301 0.03628 1.08540
H -1.70563 0.44527 -1.95899
H -1.86141 2.74027 -1.50767
H -0.49073 -1.63186 1.37064
H -0.52371 -4.09726 1.27312
H 0.34220 -3.93325 -2.84740
H 0.31414 -1.55601 -2.82187
H -0.98181 -5.89748 -1.40880
H -0.02198 -6.02938 0.10001
H 0.85594 -5.78675 -1.44851
Cu 1.79116 2.67937 3.75009
C 2.09126 0.59847 -3.54802
C 2.18145 2.12823 -3.45460
C 3.56668 2.67164 -3.09052
C 3.80882 2.26698 -1.61602
N 5.19716 2.62556 -1.14853
C 6.19832 1.77879 -1.94727
C 7.34207 1.57848 -0.97576
C 6.68034 1.27555 0.37060
C 5.33628 2.02228 0.30486
C 5.51871 4.08909 -1.19580
H 1.05439 0.37765 -3.79929
H 2.31301 0.13993 -2.58028
H 2.83248 0.22810 -4.25550
H 1.48868 2.49241 -2.69058
H 1.85645 2.55612 -4.40218
H 3.55363 3.76230 -3.03526
H 4.39503 2.34652 -3.71886
H 3.75144 1.19503 -1.44585
H 3.06179 2.76173 -0.99450
H 6.62521 2.31008 -2.79423
H 5.80694 0.79209 -2.18111
H 7.97924 2.45763 -0.84448
H 8.04052 0.86841 -1.42201
H 7.27500 1.63560 1.20598
H 6.60035 0.18875 0.40765
H 5.23842 2.81798 1.03682
H 4.50884 1.33221 0.42875
H 4.60735 4.64618 -0.97373
H 5.82047 4.31207 -2.21359
H 6.18060 4.29329 -0.35992
C -4.58578 5.20601 7.35323
C -3.06355 5.09338 7.29460
C -2.51129 5.29756 5.88757
C -2.72978 6.68518 5.29153
N -1.81476 6.96019 4.13608
C -0.30786 6.91986 4.50702
C 0.47131 7.93254 3.66248
C -0.63795 8.65569 2.85566
C -1.88484 8.39894 3.63899
C -1.99724 5.98693 2.97409
H -5.03626 5.07235 8.33317
H -4.98040 4.55420 6.57099
H -4.88259 6.21721 7.05578
H -2.73861 4.17591 7.78851
H -2.60488 5.84782 7.94611
H -2.92487 4.50229 5.26256
H -1.45545 5.04051 5.99927
H -2.47717 7.51566 5.95182
H -3.74986 6.81264 4.93201
H 0.00030 5.88007 4.41530
H -0.29843 7.20869 5.55965
H 1.11784 7.44077 2.93728
H 1.11235 8.64156 4.17791
H -0.68987 8.41211 1.79715
H -0.35803 9.70769 2.92186
H -2.79649 8.54261 3.05686
H -1.97927 9.02522 4.52630
H -1.20748 6.21308 2.26586
H -3.01660 6.19784 2.65717
H -1.91140 4.95007 3.29133
C -1.22374 2.16459 4.27747
O -0.06923 1.48865 3.93719
H -1.70638 2.64399 3.40078
H -2.05545 1.55278 4.67203
H -0.98342 2.97290 4.98167
C -3.08157 -6.85956 2.21061
O -2.03056 -6.04060 1.83418
H -2.79862 -7.68628 2.88924
H -3.83670 -6.34939 2.83818
H -3.57030 -7.33984 1.34949
Cl -3.17644 6.18190 -1.70951
O -1.79119 6.42960 -2.13711
O -4.08743 7.01019 -2.42385
O -3.50601 4.78834 -1.94520
O -3.32249 6.43030 -0.27931
O 1.69095 4.68757 2.78834
H 1.18146 5.10083 2.09663
O 3.47777 1.89463 2.06535
H 3.00981 1.18821 1.61078
Cl 3.76522 9.47994 0.07815
C 4.05710 7.73077 -0.02708
C 2.98327 6.87165 0.57976
Cl 1.53561 6.79597 -0.41381
H 4.96967 7.58857 0.55754
H 4.35540 7.43082 -1.03051
H 2.65867 7.16383 1.57757
H 3.33786 5.86413 0.81628
Cl 1.34667 -10.95245 1.31554
C 0.23637 -9.58440 1.49000
C 1.02991 -8.35814 1.94724
Cl 1.83449 -8.61711 3.49091
H -0.57845 -9.78178 2.18369
H -0.25303 -9.32640 0.55074
H 0.37928 -7.49198 2.10142
H 1.65375 -8.03797 1.11001
Cl -0.71150 3.57142 -4.51173
C -2.26816 4.04760 -5.19782
C -3.38605 3.13032 -4.69763
Cl -4.95031 3.85848 -5.10623
H -2.10371 3.98605 -6.27037
H -2.55085 5.07281 -4.96312
H -3.40522 2.89689 -3.63675
H -3.27033 2.18068 -5.22119
C -2.78334 -3.43178 -5.44318
C -1.71443 -2.99945 -6.45972
C -1.53793 -1.47505 -6.48970
C -1.61257 -0.68893 -5.27990
N -1.62646 -0.05965 -4.31920
H -2.63279 -2.95334 -4.47839
H -2.79800 -4.52117 -5.39307
H -3.78782 -3.27221 -5.84795
H -1.93980 -3.31947 -7.47396
H -0.78860 -3.46646 -6.13056
H -2.29006 -1.07425 -7.18087
H -0.64552 -1.15871 -7.03806
C 0.36178 -9.83496 -5.59223
C -0.70993 -9.69087 -4.50955
C -1.58165 -8.43578 -4.65100
C -0.86788 -7.19821 -4.28569
N -0.33286 -6.22644 -3.99438
H 1.12549 -9.06807 -5.44615
H -0.08896 -9.77950 -6.58606
H 0.84222 -10.81215 -5.64644
H -0.32186 -9.79160 -3.49716
H -1.33689 -10.56199 -4.71558
H -2.42247 -8.58419 -3.97328
H -1.95015 -8.35333 -5.67287
C 3.36329 -7.40650 -4.87228
C 2.68738 -6.21167 -5.57675
C 2.84631 -4.89388 -4.82615
C 2.07033 -3.79227 -5.42692
N 1.51668 -2.90192 -5.89857
H 3.35004 -7.32470 -3.78314
H 4.40274 -7.58738 -5.14523
H 2.81373 -8.32030 -5.09737
H 1.66793 -6.54003 -5.77899
H 3.10602 -6.10454 -6.57812
H 3.89563 -4.59215 -4.87107
H 2.56486 -4.75251 -3.77765
C -3.63801 2.72360 1.09494
C -4.13341 3.13046 -0.15308
C -4.39707 2.20286 -1.11968
C -4.19433 0.83134 -0.88114
C -3.61745 0.42494 0.33218
C -3.31280 1.40370 1.29749
C -3.32980 -0.99182 0.69457
O -2.84240 -1.26236 1.78565
C -3.74590 -2.00040 -0.32568
C -3.67405 -3.35878 -0.00789
C -4.02686 -4.32873 -0.91116
C -4.40841 -3.95382 -2.21293
C -4.62364 -2.59688 -2.47639
C -4.28995 -1.61070 -1.54848
C -4.53236 -0.19128 -1.93050
O -4.94311 0.12936 -3.01447
H -3.36833 3.52641 1.76919
H -4.33664 4.15764 -0.43349
H -4.86216 2.46577 -2.06235
H -2.90124 1.17202 2.27132
H -3.31628 -3.67388 0.96180
H -3.87772 -5.37838 -0.69035
H -4.56527 -4.66543 -3.01035
H -4.99777 -2.39526 -3.47070
*
```

Atomic partial charges in e from the Löwdin method, atoms 1 to 6:
1. C 0.05
2. N -0.04
3. C -0.01
4. C 0.02
5. C -0.13
6. C 0.05



No. 2
# C76H136N15O25P

A cluster of 14 separate species, C76H136N15O25P in total (ωB97M-V/def2-TZVPD, the OMol25 dataset).

* relative energy (zero: lowest compared OMol25 entry of this formula, charge and spin): 1144.34 kJ/mol

Structure (ORCA input):
```
! RIJCOSX wB97M-V def2-TZVPD def2/J DEFGRID3
* xyz 2 1
C -5.44624 -3.00536 -3.53631
N -4.34818 -2.30161 -2.95790
C -4.61024 -1.39974 -2.02663
C -3.53480 -0.79687 -1.38019
C -2.19989 -1.04285 -1.86428
C -1.98975 -1.90833 -2.91041
C -3.12244 -2.56800 -3.50694
C -1.01216 -0.42552 -1.24486
C 0.19145 -1.19725 -0.88182
C 1.26418 -0.48424 -0.27681
N 1.22454 0.80322 -0.05121
C 0.13045 1.55080 -0.36209
C -0.98910 0.92340 -0.92023
C 2.26964 1.52231 0.76074
H -5.24894 -4.01533 -3.17697
H -5.26617 -3.05094 -4.61036
H -6.41283 -2.66492 -3.16495
H -5.63909 -1.33229 -1.70521
H -3.62463 -0.13455 -0.53186
H -0.97210 -2.00920 -3.25769
H -3.03640 -3.36182 -4.23417
H 0.38834 -2.23148 -1.12267
H 2.18736 -0.98763 -0.03037
H 0.07666 2.61022 -0.15930
H -1.85017 1.52853 -1.16267
H 2.26115 1.29462 1.82666
H 2.23827 2.59541 0.57216
H 3.20753 1.10326 0.39624
C -6.86825 0.57449 4.28336
N -6.62584 -0.61432 3.41004
C -7.63476 -1.33044 2.95528
C -7.34601 -2.46175 2.22513
C -6.07972 -2.80852 1.83953
C -4.98873 -1.97893 2.25104
C -5.35039 -0.87801 3.02731
C -5.82618 -4.13521 1.18365
C -6.40201 -4.59851 -0.03688
C -6.08183 -5.91099 -0.46627
N -5.26349 -6.68313 0.35678
C -4.79812 -6.29573 1.51530
C -5.09537 -5.03669 1.93579
C -5.06214 -8.08029 0.01653
H -6.73392 1.46082 3.66329
H -6.27875 0.57826 5.20019
H -7.88016 0.46608 4.67370
H -8.63056 -1.01477 3.22940
H -8.10822 -3.10205 1.80625
H -4.04062 -2.18928 1.77857
H -4.55752 -0.19922 3.30478
H -7.09401 -3.97048 -0.57827
H -6.44188 -6.30150 -1.40662
H -4.10358 -6.95300 2.01731
H -4.65186 -4.68424 2.85529
H -4.09555 -8.45353 0.35488
H -5.08942 -8.19680 -1.06688
H -5.83845 -8.64311 0.53489
C -9.77590 -4.80271 -2.75283
C -10.01061 -4.26230 -4.20925
C -8.73252 -4.57865 -5.01130
C -8.73415 -4.43766 -6.56740
C -9.87422 -5.39637 -7.00877
C -11.29761 -5.04039 -6.42199
N -11.20883 -4.97389 -4.90171
O -12.43052 -4.94273 -4.18764
C -12.13713 -6.28242 -6.70297
C -11.85688 -3.63906 -6.93309
C -10.28155 -2.78722 -4.11507
H -9.41899 -5.83163 -2.70777
H -10.63888 -4.68234 -2.09795
H -9.04785 -4.22975 -2.17859
H -8.45760 -5.62133 -4.85210
H -7.90941 -3.94218 -4.68649
H -7.82164 -4.75261 -7.07360
H -8.90183 -3.41199 -6.89600
H -9.60329 -6.34997 -6.55563
H -10.01262 -5.51774 -8.08312
H -13.13882 -6.03843 -6.34915
H -11.74163 -7.18277 -6.23281
H -12.29150 -6.39788 -7.77578
H -11.21661 -2.80025 -6.66003
H -12.83998 -3.51709 -6.47843
H -12.04493 -3.50205 -7.99797
H -9.71065 -2.21205 -3.38613
H -11.28584 -2.67202 -3.70735
H -10.21087 -2.11143 -4.96737
C 1.98066 -9.29194 -4.48071
C 1.57427 -7.82597 -4.37042
C 1.02390 -7.46893 -5.77605
C 0.32164 -6.10278 -5.80722
C -0.91403 -6.23665 -4.96853
C -0.65120 -6.51027 -3.44425
N 0.39851 -7.57538 -3.38558
O 0.61376 -8.15395 -2.13776
C -2.01239 -6.98600 -2.88348
C -0.19233 -5.18750 -2.74562
C 2.78599 -6.99051 -3.94967
H 1.94133 -9.81623 -3.52589
H 2.97399 -9.50697 -4.87459
H 1.31262 -9.86485 -5.12383
H 0.34413 -8.24689 -6.12362
H 1.79227 -7.43702 -6.54851
H 0.03564 -5.79320 -6.81243
H 1.01283 -5.31964 -5.49570
H -1.49602 -6.94446 -5.55878
H -1.44503 -5.28505 -4.99343
H -1.93428 -7.20867 -1.81932
H -2.45299 -7.83396 -3.40781
H -2.79718 -6.22956 -2.88019
H 0.72524 -4.74074 -3.12848
H 0.04801 -5.29887 -1.68830
H -0.92306 -4.38434 -2.84087
H 3.26205 -7.47295 -3.09602
H 2.61684 -5.91597 -3.87999
H 3.55403 -7.00363 -4.72300
C -0.26078 1.79170 4.56409
C 0.29655 3.16613 4.93462
C -0.00349 4.15597 3.79024
C -1.45345 4.54214 3.58932
C -1.96919 5.24182 4.77843
C -1.68917 4.55347 6.16984
N -0.34008 3.81326 6.23515
O 0.19062 3.42202 7.47150
C -2.85805 3.56712 6.38676
C -1.70506 5.59255 7.23544
C 1.82732 2.97025 5.04127
H 0.07710 1.34706 3.62802
H -1.34383 1.69041 4.49452
H 0.14763 1.07395 5.27553
H 0.34448 3.82250 2.81258
H 0.53605 5.07517 4.01840
H -2.05392 3.71361 3.21371
H -1.54584 5.21847 2.73952
H -2.98753 5.60712 4.64562
H -1.33286 6.12570 4.82233
H -3.78373 4.14098 6.34324
H -2.85314 3.10374 7.37335
H -2.96631 2.75056 5.67290
H -1.12674 6.47096 6.94901
H -1.40388 5.18019 8.19843
H -2.65070 6.12635 7.32984
H 2.34220 3.90584 5.25958
H 2.18254 2.38190 4.19525
H 2.15152 2.42133 5.92539
C 8.87618 -1.52760 1.54932
C 8.55655 -2.78844 0.75199
C 7.53725 -3.68003 1.53898
C 6.11882 -3.23027 1.52262
C 5.64288 -2.80692 0.09286
C 6.50309 -1.79749 -0.68690
N 7.91751 -2.34151 -0.56497
O 8.76358 -2.31232 -1.72298
C 6.38930 -0.30142 -0.14046
C 6.12287 -1.82802 -2.19467
C 9.77999 -3.62774 0.41333
H 8.02814 -1.12847 2.10576
H 9.18124 -0.68122 0.93394
H 9.67768 -1.74544 2.25519
H 7.88865 -3.99078 2.52288
H 7.53573 -4.63551 1.01444
H 5.92453 -2.37712 2.17261
H 5.55653 -4.04670 1.97580
H 4.63147 -2.41284 0.19211
H 5.52740 -3.68836 -0.53788
H 6.95168 0.49917 -0.62097
H 6.62307 -0.11655 0.90801
H 5.37002 0.08419 -0.11883
H 5.09910 -1.47830 -2.32774
H 6.23534 -2.84354 -2.57437
H 6.82020 -1.19364 -2.74183
H 9.61665 -4.41437 -0.32330
H 10.09360 -4.15204 1.31603
H 10.58320 -2.97156 0.07811
C 4.44883 12.42972 2.62595
C 4.54873 11.71584 3.97907
C 4.87999 10.18441 3.82209
C 6.20176 9.88881 3.21981
P 6.87403 8.15674 3.15250
C 5.80481 7.19916 2.15329
C 4.54177 6.61985 2.92968
C 3.46367 6.18012 1.97499
C 3.89099 4.92771 1.22039
C 8.56209 8.00475 2.44925
C 8.79714 8.88729 1.22474
C 9.22025 10.35557 1.47991
C 8.91821 11.36141 0.31892
C 6.91964 7.40884 4.82725
C 7.61814 5.96826 4.91779
C 9.07886 5.94127 5.41580
C 9.46471 4.52753 5.85910
H 5.40020 12.64799 2.14083
H 3.83729 13.33067 2.67504
H 3.91529 11.76301 1.94850
H 3.64009 11.88935 4.55558
H 5.34176 12.23195 4.52021
H 4.01113 9.82558 3.27033
H 4.92608 9.79912 4.84068
H 6.94130 10.51853 3.71441
H 6.17114 10.14644 2.16113
H 6.36405 6.36134 1.73688
H 5.51514 7.84126 1.32148
H 4.13815 7.29503 3.68421
H 4.78317 5.77567 3.57559
H 3.32615 6.98191 1.24951
H 2.53679 6.04102 2.53143
H 3.25781 4.66840 0.37190
H 3.88153 4.04938 1.86579
H 4.85079 5.03732 0.71554
H 8.64297 6.94223 2.21988
H 9.28522 8.19053 3.24340
H 7.85469 8.84325 0.67888
H 9.60963 8.49230 0.61488
H 10.28909 10.40701 1.68733
H 8.76440 10.70324 2.40696
H 7.89776 11.42642 -0.05864
H 9.55053 11.06757 -0.51889
H 9.22128 12.39287 0.49876
H 5.87335 7.42912 5.13215
H 7.53308 8.10148 5.40348
H 7.62709 5.45936 3.95392
H 7.01335 5.38280 5.61030
H 9.24602 6.65132 6.22573
H 9.78552 6.22793 4.63698
H 9.51649 3.82276 5.02921
H 8.87772 4.07460 6.65810
H 10.45708 4.41088 6.29463
N 0.66518 5.56385 -0.44606
O 0.40166 6.76538 -0.63836
O 1.01838 4.84201 -1.32842
O 0.45888 5.09827 0.68266
N -3.23203 1.85054 1.39622
O -4.41703 1.66229 1.09584
O -2.68978 2.86632 1.00298
O -2.53633 1.03653 2.00081
N -0.86965 -2.01224 -6.27323
O -0.71653 -0.79709 -6.17686
O -0.06504 -2.76410 -5.62243
O -1.73911 -2.56761 -6.84517
N 2.90407 -3.68103 -1.55955
O 2.69646 -2.59479 -2.16258
O 2.32418 -3.90911 -0.49646
O 3.65681 -4.53886 -2.05742
N 3.20947 -1.46690 3.56255
O 2.51363 -0.86022 4.32460
O 3.01229 -1.34323 2.31880
O 4.16085 -2.10744 4.02003
N -7.89302 -0.24799 -3.98887
O -7.55841 -0.91992 -4.93852
O -7.00683 0.00258 -3.22355
O -9.12023 0.02492 -3.91876
N -5.41563 -6.08529 -5.04792
O -5.74645 -6.38236 -3.94498
O -4.32269 -5.56270 -5.15599
O -6.16598 -6.32031 -6.00450
*
```

Atomic partial charges in e from the Löwdin method, atoms 1 to 6:
1. C -0.01
2. N -0.09
3. C -0.02
4. C 0.08
5. C -0.13
6. C 0.06